# 1
Here is C28H70IO10PSi2 as an isolated structure from OMol25. Energies are from ωB97M-V/def2-TZVPD.

```
112
Properties=species:S:1:pos:R:3:forces:R:3
C 11.950 -4.196 -3.671 -0.0189 -0.3253 -0.1339
H -6.969 4.559 5.921 -0.0540 -0.0485 -0.0057
H -7.889 0.554 5.124 0.1289 -0.0427 -0.0292
C -3.397 3.664 -1.808 0.1760 0.2820 -0.0274
H -3.608 1.048 -1.530 -0.0121 -0.0299 -0.1469
H 8.845 1.098 -2.424 0.0492 -0.0466 0.0111
H 2.819 -0.272 -1.629 -0.1632 0.0855 0.0249
H -4.150 -0.593 0.296 0.1240 -0.0889 0.0424
C 3.839 1.243 -0.470 0.0501 -0.3580 0.2976
H 6.745 -6.028 -7.605 -0.0279 0.0727 0.0026
P -2.195 4.552 1.612 0.4505 -0.8241 1.0232
C 6.578 -6.254 -6.549 0.0840 -0.1477 0.0155
H 2.922 2.875 0.536 -0.1921 0.1269 0.0334
H -7.761 2.824 4.145 -0.0013 0.0418 0.1312
Si 0.994 1.598 -0.318 0.3947 -0.2271 0.8250
H -10.244 -0.171 6.483 -0.0254 -0.0080 -0.1001
I 5.667 1.298 0.728 0.0433 0.1032 -0.1690
H 5.573 -5.926 -6.282 0.0032 0.0233 -0.0033
H 9.136 -1.373 -1.702 0.0199 0.0741 -0.0248
H 12.703 -5.656 -2.252 0.0070 -0.0090 -0.0075
H -0.361 4.589 -0.820 -0.0353 0.0618 0.0244
H -8.414 -1.816 6.774 -0.0266 -0.0115 0.0059
H 6.635 -7.336 -6.431 -0.0103 0.0016 0.0318
C -8.355 -0.839 7.253 -0.0220 -0.1119 -0.1079
H -3.125 4.126 -2.754 -0.0018 0.0688 -0.0697
C 7.583 -4.057 -5.827 0.1414 0.1715 0.1547
H 8.309 -2.631 -2.615 0.0086 -0.0168 -0.0488
H -9.431 -0.253 0.043 0.0135 -0.0242 -0.0205
Si -1.134 3.536 -0.108 0.0655 0.3368 -0.3346
H 7.475 -5.840 -4.644 0.0951 -0.0508 0.0247
C -8.164 3.665 3.575 -0.0193 -0.0043 -0.2108
C 0.040 -1.247 0.086 -0.7107 -0.8090 0.8576
H -8.118 3.394 2.519 -0.0261 0.0455 -0.0239
C 3.639 -0.189 -0.914 0.2305 -0.2643 -0.0186
C -3.480 1.462 0.561 -0.3995 -0.5456 -0.4078
H 8.353 -3.611 -5.195 -0.0527 0.0683 0.0091
C 12.982 -4.486 -4.750 0.0167 0.1236 -0.0570
H 11.025 -5.161 -1.975 0.0173 0.0284 0.0113
H 4.523 -0.586 -1.407 0.0655 0.0808 -0.0939
H 6.617 -3.642 -5.536 -0.0310 -0.0586 -0.0054
O -7.476 0.211 1.797 0.0554 0.0578 -0.0087
H 7.494 -0.952 -4.245 -0.0893 -0.0089 0.0095
H 12.263 -3.326 -3.091 -0.0557 0.0556 -0.0083
H -2.713 1.420 1.333 0.0994 0.3241 0.0843
H -9.765 2.258 6.607 -0.0261 -0.0158 0.0070
H -7.951 0.864 2.322 -0.0696 0.0081 0.0094
O -2.037 3.704 2.812 -0.0635 -0.0088 0.0035
H -4.603 0.105 1.847 -0.1237 0.0050 0.0896
C -9.606 -0.657 1.040 0.0655 0.0526 -0.1171
H -5.624 4.037 3.952 -0.0070 0.0301 0.0954
H -7.547 -1.744 3.606 0.0691 -0.0462 -0.0045
H 13.102 -3.623 -5.406 0.0093 0.0208 0.0259
H 7.788 -3.756 -6.859 -0.0658 -0.0554 -0.0368
H -0.598 5.877 1.928 0.0643 0.2696 0.1377
C -8.286 -0.963 1.732 -0.2504 -0.1850 0.2166
C -7.398 5.343 5.290 0.0646 0.1013 -0.0119
H -7.746 5.736 3.208 0.0947 0.0270 -0.0573
C -9.209 0.173 6.505 0.2440 0.2231 0.3276
O -3.717 4.834 1.278 0.0193 0.4440 -0.1863
H -9.090 -2.449 3.094 0.0342 -0.1032 -0.0860
H -9.028 -0.808 3.757 0.0880 -0.5857 -0.6432
H -8.422 5.526 5.620 -0.0072 -0.0184 0.0034
H -1.669 2.486 -2.215 0.1866 0.0062 -0.0026
H 11.408 -6.253 -3.304 0.0526 -0.0051 -0.0403
H -2.086 0.590 -0.807 0.1793 0.0124 -0.0706
H -9.487 1.513 8.190 0.0185 -0.0005 0.0073
H -7.718 -1.676 1.133 0.0988 0.0963 -0.0950
H 9.394 0.681 -4.056 0.0134 -0.0078 0.0125
H -10.223 -1.552 0.950 -0.0045 -0.0024 0.0203
C 2.718 1.814 0.383 0.1400 0.2213 -0.3050
H 6.970 -0.227 -1.572 -0.0347 0.0434 0.0643
H 7.825 1.467 -3.812 -0.0039 -0.0178 -0.0236
C 7.851 -0.624 -3.267 0.2200 0.0962 0.2636
H 4.059 1.873 -1.325 0.0740 0.1454 -0.0065
C 8.522 0.734 -3.403 -0.0888 0.0668 -0.0767
H 9.105 -5.814 -6.942 0.0002 -0.0090 -0.0402
H -7.306 -0.530 7.245 -0.0059 0.0525 0.0472
H 13.953 -4.730 -4.316 0.0003 -0.0161 0.0013
C 0.464 -0.139 -0.066 0.3338 0.8958 -0.6003
H 9.680 -1.787 -3.338 0.0134 -0.0390 -0.0088
O -6.004 4.738 3.410 0.2017 -0.0268 -0.1717
H -3.621 4.472 -1.115 -0.0533 0.0056 0.0901
C -9.146 1.547 7.155 -0.1097 0.0574 -0.0781
O -0.023 2.527 0.601 -0.2078 0.0798 -0.7320
H -0.447 -2.124 0.458 0.2484 -0.0773 -0.4026
C -2.276 2.715 -1.336 -0.1355 -0.5016 -0.0246
C 11.766 -5.386 -2.742 -0.0699 0.0424 0.0961
C -7.357 4.928 3.829 -0.0394 -0.2866 0.2223
C -4.480 0.323 0.790 0.2885 -0.0293 -0.1111
H -8.120 1.925 7.144 0.0251 -0.0502 0.0526
H -6.814 6.249 5.448 -0.0170 0.0154 -0.0222
H -5.457 0.567 0.385 -0.1067 0.0183 -0.0137
O -1.547 6.012 1.807 -0.2461 -0.0149 -0.4452
O 10.703 -3.836 -4.262 0.0413 0.0044 -0.0514
H -4.251 4.430 1.981 -0.3387 0.2554 0.0136
H 10.394 -4.589 -4.785 -0.0607 -0.0367 -0.0109
C -8.503 -1.530 3.127 -0.2176 -0.1238 -0.4065
H 12.658 -5.328 -5.367 0.0039 -0.0521 0.0537
H -9.210 3.798 3.855 -0.0050 -0.0249 0.0252
H -4.326 3.119 -1.967 -0.0555 -0.1077 0.0002
H -4.043 2.392 0.620 0.1642 0.2176 0.2448
C 7.626 -5.567 -5.689 -0.1182 0.1527 -0.2896
H -10.166 0.092 1.607 -0.0181 -0.0459 0.0707
H 2.718 1.372 1.379 -0.0526 -0.1750 0.0430
H -8.675 -0.939 8.290 0.0047 0.0206 -0.0035
C 8.805 -1.664 -2.704 -0.1070 -0.0228 0.0373
H 0.942 1.962 -1.746 -0.1207 0.0133 -0.0704
H 3.426 -0.833 -0.062 -0.1473 -0.0181 0.0607
O 6.685 -0.515 -2.448 -0.0687 -0.0659 -0.1676
O 8.939 -6.040 -6.020 0.0833 -0.0191 0.2379
C -2.839 1.376 -0.827 -0.2837 0.1067 0.2870
O -8.804 0.253 5.139 -0.1793 0.8146 0.9896
```
Forces are in eV/Å.

Mulliken population analysis, charges in e, atoms 1 to 4: number 1, C, carries 0.489; number 2, H, carries 0.290; number 3, H, carries 0.238; number 4, C, carries -1.403

# 2
Here is a 6-piece molecular cluster, C28H71ClN5O13 overall from OMol25. Energies are from ωB97M-V/def2-TZVPD.

Output
Total charge: -1
ΔE to the lowest compared entry with this formula, charge and spin: 4.100 eV

```
118
Properties=species:S:1:pos:R:3:forces:R:3
H 3.991 3.201 2.092 0.6806 -0.0700 0.3423
H -6.110 -4.035 1.343 0.5835 -0.6440 0.1914
C -0.933 -6.910 -2.795 -0.0296 1.0264 -0.6737
H 2.774 0.915 7.170 0.2978 -0.2888 0.4752
H 5.212 3.523 -3.357 -0.6053 0.4610 -0.5034
H -0.393 0.720 5.377 -0.0028 -0.6060 -0.1372
C -5.321 -3.302 1.176 1.7565 -0.0342 1.2085
H 0.606 -4.754 -3.744 0.7862 0.4613 -0.0975
O 0.924 0.978 -1.224 -0.3771 -1.0334 1.7734
C 5.345 1.774 -6.258 -0.6829 0.7728 1.0158
N 2.001 2.043 3.432 1.0948 1.2961 -0.2126
H -4.553 4.562 -2.171 -0.1649 -0.1867 0.2580
H -1.482 -4.127 1.852 0.3722 -0.2270 0.0440
C 2.336 1.916 2.032 1.2170 -0.2284 -0.7165
H 2.727 2.196 -5.195 0.6645 -0.1531 -0.1234
C 3.119 -3.866 -0.286 1.4564 -0.5688 -1.7143
C 0.738 1.468 3.682 -0.3711 -2.5324 1.0850
Cl 0.189 -0.082 -0.465 0.3260 -0.1789 -1.6181
H 1.381 -2.985 -1.995 -0.6832 0.3361 -0.0773
C -2.326 5.373 -2.087 1.0521 -0.1541 -0.1254
H 5.038 -0.361 1.651 0.3720 0.3649 -0.1387
H 4.011 2.285 -1.804 0.4933 0.6697 0.6697
C 3.869 2.147 1.843 -0.6562 -0.1789 1.6108
C -1.679 -3.094 2.141 -1.0061 -2.1869 -0.3542
C -5.590 5.596 -3.827 -0.1676 1.7127 0.3496
H -2.822 -0.202 4.713 -0.9278 0.5723 -0.0612
H 6.307 2.302 -3.704 0.3622 -0.4560 -0.1469
H 4.734 -3.844 0.911 0.8868 -0.6239 0.7281
H -0.954 -1.163 3.437 0.3850 0.0810 0.0023
C -5.232 -1.039 4.576 0.6763 -0.4100 0.0638
H -6.487 2.534 -4.701 -0.7799 0.3417 0.5155
N 4.217 1.361 -2.155 0.0491 1.1717 0.8580
C -2.986 -0.921 3.911 0.1170 -1.8742 0.8284
H -3.267 4.940 -0.231 0.1303 0.4213 0.4761
H 2.163 0.892 1.702 -0.6159 -0.0408 -0.4405
C 4.351 -4.623 0.252 -1.7869 1.0397 -0.6400
H -0.830 -7.979 -2.608 0.4902 0.2497 0.5325
C 4.605 -0.060 2.605 -1.1625 0.2663 -0.0393
H 3.577 -0.420 2.577 -0.1565 -0.3417 0.0160
O -0.702 0.424 0.537 0.6614 0.9399 1.1462
H -2.220 6.273 -2.693 -0.5436 -0.3431 -1.0504
H -0.914 3.069 -2.027 -0.0010 0.0616 -0.3447
O 3.896 -5.809 0.840 0.9357 -1.0587 -0.5423
C -5.434 6.348 -2.419 1.0075 -2.4944 -1.2118
H 5.154 2.108 -7.278 0.3231 0.5038 0.1627
H 4.344 1.981 0.876 -0.5628 -0.3311 -0.2336
C 1.201 -4.005 -1.657 0.7975 -0.9895 -1.6198
H -3.282 -1.775 1.404 0.3753 0.2619 -0.4349
H 4.529 0.602 -3.978 0.2180 0.0748 -0.4552
H -4.585 5.344 -4.166 0.2394 -0.5853 0.5176
C -1.702 -1.704 4.017 -0.3443 -0.5196 0.5820
H 4.539 1.062 -6.075 0.2861 -0.3591 0.1608
O -4.086 -1.880 4.203 -0.4841 3.5469 0.1844
H 3.129 -4.368 -2.257 0.0755 0.0454 -0.0808
H -1.400 -1.721 5.064 0.1065 0.0382 0.0989
C -5.964 3.490 -4.699 0.6236 -1.1201 -0.8316
C 1.886 0.294 7.050 -0.1472 0.3939 -0.7283
O 5.198 2.895 -5.342 0.3397 0.4184 -1.6120
H 5.095 -0.581 3.427 0.1996 0.3729 0.0054
H 0.631 -3.952 -0.729 0.2841 -0.1855 0.0821
H -1.023 -3.487 4.045 0.1401 -0.8187 -0.4590
H -2.193 2.053 -2.802 0.1521 0.4368 -0.4514
H 1.076 0.819 7.557 -0.2345 -0.1175 0.0467
H 5.069 -4.911 -0.516 -0.0498 0.3405 -0.1260
C 0.303 -4.742 -2.697 0.4482 -0.4905 0.1250
C 2.895 2.009 -4.135 -0.7512 0.0194 0.4460
C -1.981 2.945 -2.212 -0.8227 1.0560 0.0365
C 4.276 1.584 -3.578 -1.2942 -0.5203 -0.9169
C 5.303 2.630 -3.975 0.4488 -1.4309 0.4935
H 2.572 2.927 -3.643 0.1955 0.3023 0.1429
O 1.668 0.188 5.652 -1.7830 1.1165 -1.0935
H 3.444 -6.574 2.725 0.4057 -0.3014 -0.4319
H 6.335 1.325 -6.180 -0.0031 -0.1300 0.0688
H -0.870 -2.497 1.721 0.0660 0.4234 0.1328
C 0.602 1.103 5.150 0.6317 0.1777 0.7880
H -6.364 6.488 -1.867 -0.1824 0.7729 -0.6130
H 4.583 -5.160 2.629 0.4294 -0.4048 0.3930
H -1.902 -6.572 -2.428 0.0833 0.1992 0.8729
H -0.608 -4.145 -2.732 -0.6874 -0.4692 0.4313
H 1.721 2.640 1.498 0.1927 -0.2416 -0.5634
C 3.728 -5.670 2.186 -0.7976 1.1548 1.4947
O 4.565 1.344 2.861 0.4435 0.5424 -0.7684
H 3.325 0.975 -1.883 -0.3327 -1.0337 -0.2609
H 2.912 -4.974 2.378 -0.4657 0.2314 0.1880
H -3.000 -0.446 2.930 -0.8625 0.0694 0.0418
H -5.956 3.800 -5.744 0.0167 0.3385 -0.2158
N -4.663 5.406 -1.628 -1.0838 -1.2300 0.6809
H 3.445 -2.894 -0.657 0.0897 0.5638 0.4402
H -3.336 6.706 -0.747 0.2736 -0.0962 0.4869
H -0.167 2.007 3.402 0.2716 0.5293 -0.1868
C -3.381 5.658 -1.044 -0.3143 -0.2942 -0.7204
H -2.447 2.730 -1.250 -0.1296 0.3119 0.1731
H 2.712 1.504 3.905 -0.0255 -0.0277 0.5275
O -6.469 4.466 -3.846 0.4632 0.7140 0.6805
O 1.163 -1.035 0.159 -1.4989 1.3802 -1.2188
N -1.839 -3.103 3.593 0.9493 1.7281 -0.3504
O -4.098 -3.529 1.957 -0.4882 -0.8302 -0.9131
O 0.203 -6.142 -2.357 -1.1309 -0.4242 0.4258
H -2.810 -3.166 0.356 -0.0699 0.2603 -0.2870
H -4.982 -3.331 0.141 -0.7306 0.5397 -0.2539
H 1.967 -0.718 7.447 0.2966 0.1511 0.1725
H -1.137 -6.854 -3.864 0.6424 0.2204 -0.5915
O -2.593 4.162 -2.851 1.2566 -0.2770 1.2155
H -5.838 6.321 -4.602 -0.9206 0.1817 -0.1423
H -5.187 -0.060 4.099 -0.1353 -0.1202 -0.4832
H -4.787 7.206 -2.602 -0.6308 0.6397 -0.0814
H 0.709 0.524 3.138 -0.5566 -0.3932 -0.3510
H -6.194 -1.516 4.388 0.2448 -0.2963 -0.4378
H 2.368 -3.690 0.484 0.0809 -0.2742 -0.0045
H -5.256 -0.793 5.638 0.4150 -0.2507 0.3828
H -1.332 5.377 -1.639 0.2358 -0.6888 0.2612
H -4.950 3.177 -4.448 0.3605 0.3772 0.1837
O -0.713 -0.671 -1.440 0.9525 -1.1082 -0.0538
N 2.575 -4.590 -1.442 -2.3104 0.0486 0.9251
C -2.977 -2.821 1.376 -1.1353 0.1442 0.9291
H -5.768 -2.395 1.582 0.1220 0.6248 -0.7707
H 0.623 2.051 5.688 0.5179 0.1190 0.4261
H 2.116 1.305 -3.841 0.1381 -0.3438 0.1149
```
Forces are in eV/Å.

Mulliken population analysis, charges in e, atoms 1 to 4: number 1, H, carries 0.303; number 2, H, carries 0.250; number 3, C, carries -0.797; number 4, H, carries 0.277

Number 1: highest occupied orbital energy -9.25 eV, total energy -3079.39762 Ha, Kohn-Sham gap 9.81 eV. Number 2: highest occupied orbital energy -6.29 eV, total energy -2820.96618 Ha, Kohn-Sham gap 8.80 eV.